Record 1
{
  "formula": "C17H13F4IrN4O7Te",
  "method": "the ωB97M-V functional and the def2-TZVPD basis",
  "species": ["Ir", "C", "N", "C", "C", "C", "N", "C", "C", "F", "C", "F", "C", "C", "F", "C", "F", "H", "H", "H", "H", "H", "H", "H", "H", "H", "H", "H", "O", "C", "O", "C", "C", "C", "C", "C", "C", "O", "N", "O", "O", "N", "O", "O", "H", "H", "Te"],
  "xyz": [[0.19898, -0.81877, -0.11702], [-1.20901, 0.90530, -2.40811], [-1.51882, 0.56842, -1.01719], [-1.81479, 1.78680, -0.26069], [-2.63348, -0.37539, -0.90109], [-2.31720, -1.71584, -1.52140], [-1.03242, -2.20273, -1.03075], [-0.64434, -3.48034, -1.33270], [0.44585, -4.06384, -0.65460], [1.07924, -3.37612, 0.31494], [0.88715, -5.34327, -0.89144], [1.93178, -5.79131, -0.17220], [0.28933, -6.17406, -1.81934], [-0.78130, -5.63503, -2.48991], [-1.42497, -6.36824, -3.42214], [-1.23528, -4.34869, -2.26953], [-2.27359, -3.94761, -3.04320], [-2.06145, 1.40508, -2.89300], [-0.95394, 0.00618, -2.96493], [-0.34758, 1.57177, -2.41627], [-2.76863, 2.21769, -0.59547], [-1.02156, 2.51178, -0.40736], [-1.87911, 1.54999, 0.80167], [-3.53775, 0.04192, -1.36823], [-2.83308, -0.50507, 0.16545], [-2.33904, -1.63274, -2.61004], [-3.13125, -2.39366, -1.24680], [0.63989, -7.17835, -2.00449], [0.64080, 0.00658, 4.02859], [0.73383, 0.24390, 2.83540], [0.52840, -0.65602, 1.92367], [1.16396, 1.65426, 2.43157], [1.39425, 2.53044, 3.47125], [1.84533, 3.82320, 3.24016], [2.12189, 4.26053, 1.96461], [1.92510, 3.38237, 0.92703], [1.36517, 2.08855, 1.08371], [1.00459, 1.41718, 0.06901], [2.24061, 3.87980, -0.42675], [2.71965, 3.09227, -1.21730], [2.09853, 5.07664, -0.64143], [2.04521, 4.74309, 4.36471], [2.45341, 5.86627, 4.12081], [1.79250, 4.34221, 5.48471], [1.22368, 2.17585, 4.47717], [2.48963, 5.25839, 1.78081], [2.49984, -0.39938, -1.34190]],
  "forces_ev_per_angstrom": [[0.5744, 0.7016, -0.0234], [-0.0659, 0.0535, 0.0203], [-0.0100, 0.0900, -0.1558], [-0.0628, -0.1148, 0.0187], [-0.0195, 0.1391, 0.0518], [0.0281, -0.2391, 0.0852], [-0.0033, -0.4286, -0.2015], [-0.1431, 0.3225, 0.0334], [0.1399, -0.0867, 0.1579], [-0.0761, 0.0035, 0.0051], [0.1076, -0.0069, 0.0578], [-0.0383, -0.0486, -0.0540], [0.0839, -0.0781, 0.0399], [-0.1950, 0.0412, -0.1442], [0.0731, -0.0052, 0.0551], [-0.0827, -0.0633, -0.1687], [0.0127, 0.0662, 0.0477], [0.0116, -0.0157, 0.0106], [0.0082, 0.0164, 0.0033], [-0.0011, -0.0152, 0.0038], [-0.0054, 0.0068, 0.0111], [0.0360, -0.0092, -0.0045], [-0.0052, 0.0063, -0.0082], [-0.0250, -0.0035, -0.0018], [0.0142, 0.0169, 0.0055], [0.0426, 0.0062, -0.0566], [-0.0163, -0.0680, -0.0325], [-0.0111, 0.0369, 0.0105], [-0.0793, -0.0316, 0.0098], [0.0658, -0.0104, -0.1345], [0.0062, 0.1141, 0.3741], [0.0526, -0.0336, 0.2427], [-0.0120, -0.2286, 0.0118], [0.0611, 0.2731, 0.3872], [0.0753, 0.1076, -0.1295], [-0.0179, 0.6632, -0.4272], [-0.2706, -0.5164, 0.1165], [-0.0391, 0.0398, -0.3089], [0.4528, -0.0315, 0.6534], [-0.1557, 0.1224, -0.2054], [-0.1496, -0.2469, -0.0932], [-0.0300, -0.3228, -0.3488], [0.0345, 0.0984, -0.0249], [-0.0299, -0.0242, 0.1008], [-0.0226, 0.0208, 0.0093], [-0.0234, 0.0064, -0.0050], [-0.2892, -0.3240, 0.0052]],
  "max_force_ev_per_a": 0.9,
  "de_lowest_kcal_mol": 4.1,
  "charge": -1,
  "lumo_energy_ev": [2.3108, 0.6618],
  "multiplicity": 6
}

=====

Record 2
{
  "formula": "C9H9N2",
  "method": "the ωB97M-V functional and the def2-TZVPD basis",
  "species": ["C", "C", "C", "C", "C", "C", "C", "C", "C", "N", "N", "H", "H", "H", "H", "H", "H", "H", "H", "H"],
  "xyz": [[1.98039, 0.85681, 2.90793], [1.85136, 0.22248, 1.69966], [1.14591, 1.95346, 3.30212], [-0.12197, 1.69767, 1.37126], [0.72728, 0.58229, 0.84802], [-1.44362, -2.00421, -1.13303], [0.27126, 0.10017, -0.32889], [-0.54392, -1.41548, -2.22971], [-0.20668, 0.05513, -1.66333], [0.13393, 2.21544, 2.54014], [-1.33348, -1.88360, 0.06589], [2.88457, 0.56008, 3.48714], [2.56115, -0.61191, 1.64277], [1.47796, 2.71335, 4.12477], [-1.15396, 1.95048, 1.00997], [-2.29741, -2.63781, -1.68270], [0.41114, -2.11030, -2.33383], [-1.04887, -1.31771, -3.07635], [-1.18784, 0.53227, -1.41042], [0.50399, 0.56401, -2.38780]],
  "forces_ev_per_angstrom": [[1.1272, 0.5041, 0.7726], [-1.2233, -0.4859, 1.0421], [2.5780, -0.0420, 0.4150], [-0.4255, -1.0333, 0.5216], [-0.3661, 1.5963, -0.1410], [-1.4839, -1.7969, -3.6345], [1.4305, -1.5058, 0.4992], [3.7410, -0.2708, 5.2174], [0.5778, -0.8538, -0.4402], [-1.2965, 1.4539, -0.1882], [0.2955, 0.5324, 1.3564], [-1.0335, 0.4187, -0.1626], [-0.5275, 0.3549, -1.2696], [-0.9982, -1.6946, -1.3970], [1.2936, -0.4360, -0.2919], [1.2889, 0.8937, 1.5983], [-1.9243, 1.6444, 0.0642], [-1.9788, 0.2577, -3.8286], [0.0979, 0.3524, -1.0740], [-1.1726, 0.1104, 0.9407]],
  "max_force_ev_per_a": 6.4,
  "de_lowest_kcal_mol": 198.1,
  "charge": 1,
  "lumo_energy_ev": [-6.3903, -5.8788]
}

=====

Record 3
{
  "formula": "C4H6Cl2N2",
  "method": "the ωB97M-V functional and the def2-TZVPD basis",
  "species": ["C", "N", "N", "C", "C", "Cl", "C", "Cl", "H", "H", "H", "H", "H", "H"],
  "xyz": [[0.53619, 0.93246, -2.67258], [0.77509, 1.57399, -1.57118], [1.88871, 0.94259, -1.01561], [1.63510, 0.05935, -0.06169], [0.63589, -0.63670, 0.71978], [-0.44919, -1.57212, -0.53385], [-0.11677, 0.57436, 1.23724], [-1.87295, 0.11939, 1.99046], [-0.31518, 1.03127, -3.29289], [1.11260, 0.02463, -3.04212], [2.68335, -0.40383, 0.12054], [1.10904, -1.36705, 1.53764], [0.53725, 0.94362, 2.14422], [-0.43972, 1.27492, 0.54116]],
  "forces_ev_per_angstrom": [[0.6957, -0.9243, 0.7545], [-0.2742, -1.9090, -2.3403], [-1.7882, -1.2945, 2.9686], [7.1768, -0.0510, -2.7055], [-2.2932, -0.4026, -0.0094], [0.9387, 0.3854, 1.2590], [-0.8684, -2.0242, 4.9281], [2.0031, 0.3628, -0.4912], [-0.9700, 1.2202, -0.2174], [-0.0926, 1.2335, 0.9071], [-1.5933, 0.7552, 0.1868], [-1.4116, 1.6545, -2.0779], [-1.6350, -0.1880, -1.8825], [0.1122, 1.1820, -1.2799]],
  "max_force_ev_per_a": 7.7,
  "de_lowest_kcal_mol": 72.6,
  "charge": 0,
  "lumo_energy_ev": -0.4137,
  "smiles": "C=N/N=C\\[C@H](Cl)CCl"
}